[1]
The following is a DFT calculation (ωB97M-V/def2-TZVPD) of C37H37N3P2V as an isolated structure at a distorted geometry.

As for the energy above the lowest of the compared OMol25 structures with the same formula, charge and spin: 65.5 kcal/mol. Its gap between HOMO and LUMO (alpha / beta) is 6.861 / 6.771 eV. As for the largest force on an atom: 3.29 eV/Å. For the HOMO energy (alpha / beta), the calculation gives -6.687 / -6.686 eV.

The geometry in ORCA input format:
```
! wB97M-V def2-TZVPD RIJCOSX def2/J DEFGRID3
* xyz 0 4
V -1.94702 2.09649 -0.38176
C -2.23810 5.20218 0.99627
C -1.11271 4.46016 1.06805
C -0.74854 3.63059 2.25887
C -1.29573 2.18893 2.33831
C -2.79032 2.06248 2.10976
C -3.71031 3.04346 2.27902
C -3.62534 4.31498 3.02398
C -3.09407 5.53332 2.17995
C -1.64871 1.20390 -2.17742
H -2.51018 5.71868 0.06031
H -0.26805 4.77997 0.44919
H -1.01133 4.20187 3.16747
H 0.36271 3.56992 2.29348
H -0.74966 1.47387 1.67391
H -1.10596 1.80263 3.35180
H -3.13412 1.00950 1.93766
H -4.73678 2.82476 1.91150
H -3.04461 4.15191 3.95413
H -4.65225 4.58980 3.34433
H -3.96250 6.10727 1.78920
H -2.53678 6.15428 2.91077
H -2.22304 2.06266 -2.60475
H -2.23613 0.29277 -2.33696
H -0.69309 1.09019 -2.71165
P 2.33452 -1.34977 -1.33384
P 0.45007 -2.70438 -0.34933
C 2.69194 -1.60801 0.42521
C 1.73797 -2.45627 0.92189
C 4.01458 -1.67225 -2.08124
C 5.16390 -1.79762 -1.29188
C 6.42962 -1.64596 -1.86837
C 6.58326 -1.52424 -3.24634
C 5.43756 -1.56023 -4.05932
C 4.15659 -1.62691 -3.48932
C 2.12031 0.45654 -1.41996
C 0.85185 1.00411 -1.12483
C 0.73557 2.36656 -0.87929
C 1.84514 3.20011 -1.10125
C 3.09363 2.66334 -1.44422
C 3.24562 1.28258 -1.53936
C 0.82207 -4.50899 -0.66133
C 2.02130 -4.92218 -1.27877
C 2.48314 -6.23387 -1.10450
C 1.70663 -7.17813 -0.41668
C 0.44334 -6.79976 0.05590
C -0.00319 -5.48093 -0.08774
C -1.05571 -2.74531 0.68923
C -2.29160 -3.02855 0.07154
C -3.43781 -3.20461 0.85496
C -3.36248 -3.01690 2.24819
C -2.13977 -2.72298 2.85851
C -0.99743 -2.58349 2.07922
H 3.52744 -1.07967 0.90305
H 1.68831 -2.99072 1.87858
H 5.05895 -2.01002 -0.22927
H 7.29666 -1.62687 -1.22420
H 7.57227 -1.39961 -3.69743
H 5.53658 -1.52104 -5.14265
H 3.25546 -1.65536 -4.12064
H -0.04774 0.36336 -1.12349
H -0.23834 2.83462 -0.53318
H 1.72273 4.27734 -1.00272
H 3.94780 3.31840 -1.62814
H 4.23233 0.83975 -1.69888
H 2.61320 -4.21317 -1.86058
H 3.46529 -6.52242 -1.47871
H 2.09228 -8.18780 -0.23186
H -0.18307 -7.52256 0.57969
H -0.98118 -5.20318 0.30143
H -2.33372 -3.14706 -1.01679
H -4.38639 -3.50322 0.39162
H -4.26540 -3.10147 2.85458
H -2.07205 -2.61502 3.94407
H -0.05139 -2.38019 2.56879
N -3.72690 3.13940 -0.56149
C -4.75340 3.75797 -0.49730
N -5.99012 4.13621 -0.38660
C -6.41539 5.39109 -0.58904
N -6.93223 6.45275 -0.71137
*
```


[2]
The following is a DFT calculation (ωB97M-V/def2-TZVPD) of a 2-piece molecular cluster, C27H26Br2N2O2S overall at a distorted geometry.

As for the energy above the lowest of the compared OMol25 structures with the same formula, charge and spin: 2.4 kcal/mol. Its gap between HOMO and LUMO is 6.678 eV. As for the largest force on an atom: 2.30 eV/Å. For the HOMO energy, the calculation gives -7.597 eV. The SMILES is COc1ccc(C=C2C=C(Br)C(=O)C(Br)=C2)cc1.CC(C)[C@H]1CCN2C(=N1)Sc1ccccc12.

The geometry in ORCA input format:
```
! wB97M-V def2-TZVPD RIJCOSX def2/J DEFGRID3
* xyz 0 1
C 5.51654 -1.92903 -4.54596
O 4.13432 -1.51901 -4.52892
C 3.59621 -1.10047 -3.35350
C 4.33474 -0.98950 -2.14977
C 3.68450 -0.63067 -0.98303
C 2.27986 -0.39373 -0.94537
C 1.54904 -0.15306 0.25369
C 1.90023 -0.65481 1.51458
C 1.32184 -0.09295 2.71466
C 1.60805 -0.57233 3.95650
Br 0.72965 0.08575 5.49534
C 2.61439 -1.65845 4.15469
O 2.96133 -2.05070 5.26945
C 3.16823 -2.24375 2.89669
Br 4.41388 -3.65237 3.08946
C 2.79078 -1.78323 1.67069
C 1.58498 -0.43006 -2.18791
C 2.21408 -0.77656 -3.35758
H 5.71042 -2.17005 -5.59114
H 6.17659 -1.11510 -4.21253
H 5.66506 -2.81708 -3.91569
H 5.40560 -1.20309 -2.13090
H 4.26386 -0.53957 -0.06485
H 0.63279 0.44729 0.17552
H 0.63129 0.74510 2.61190
H 3.17758 -2.27924 0.78234
H 0.51458 -0.22596 -2.17146
H 1.67008 -0.82869 -4.29955
C 0.58779 3.41369 0.04561
C -0.58447 3.10236 -0.87447
C -1.20244 4.39344 -1.41291
C -1.63165 2.25788 -0.11905
C -2.97593 2.15074 -0.79463
C -3.92453 1.31979 0.03266
N -3.25054 0.10973 0.51583
C -3.95177 -0.96627 1.07890
C -3.09155 -1.98046 1.49673
C -3.61203 -3.12700 2.09657
C -5.00410 -3.26805 2.20024
C -5.85944 -2.25141 1.74905
C -5.33491 -1.06624 1.21030
S -1.42395 -1.57506 1.17018
C -1.89076 0.00467 0.54947
N -1.07061 0.93774 0.16153
H 0.24764 3.96433 0.92823
H 1.09506 2.50797 0.38130
H 1.33179 4.02996 -0.46654
H -0.21597 2.51088 -1.72958
H -1.67418 4.95974 -0.59985
H -0.44228 5.03363 -1.87225
H -1.95677 4.19404 -2.18058
H -1.80302 2.80053 0.83713
H -3.40845 3.14734 -0.91219
H -2.86368 1.70418 -1.79115
H -4.29362 1.88930 0.89894
H -4.78771 1.00321 -0.55872
H -2.92004 -3.87702 2.46625
H -5.42297 -4.17586 2.63635
H -6.93986 -2.37798 1.81772
H -5.97557 -0.23848 0.89164
*
```


[3]
The following is a DFT calculation (ωB97M-V/def2-TZVPD) of C27H26F5IrN6O4S as an isolated structure at a distorted geometry.

As for the energy above the lowest of the compared OMol25 structures with the same formula, charge and spin: 3.9 kcal/mol. Its gap between HOMO and LUMO (alpha / beta) is 6.163 / 4.137 eV. As for the largest force on an atom: 1.77 eV/Å. For the HOMO energy (alpha / beta), the calculation gives -7.205 / -7.205 eV.

The geometry in ORCA input format:
```
! wB97M-V def2-TZVPD RIJCOSX def2/J DEFGRID3
* xyz 0 5
Ir 0.41424 -0.19846 1.42925
C 2.89185 -2.26766 1.41815
C 1.74672 -3.12987 0.81327
N 0.42555 -2.77441 1.34027
C 0.04615 -3.43755 2.59283
C -0.78551 -2.50333 3.45909
N -0.17705 -1.17530 3.53466
C 1.02107 -1.04266 4.38520
C 2.31804 -1.51049 3.71556
N 2.39966 -1.17638 2.27338
H 3.45085 -1.82632 0.59360
H 3.59018 -2.89469 1.97470
H 1.96404 -4.18931 0.96762
H 1.71404 -2.96111 -0.26013
H -0.27325 -2.95590 0.63120
H 0.94710 -3.74844 3.11765
H -0.52955 -4.34571 2.40179
H -0.91612 -2.94000 4.45390
H -1.77316 -2.38674 3.00876
H -0.86420 -0.51751 3.88307
H 0.89697 -1.59125 5.32474
H 1.11234 0.01535 4.61065
H 2.44088 -2.58678 3.82141
H 3.14506 -1.04992 4.25613
H 2.99837 -0.36640 2.16116
F 1.05769 6.60271 1.22619
C 1.06351 5.32819 1.61973
C 0.51040 4.96865 2.83569
F -0.01941 5.90754 3.62112
C 0.49571 3.64606 3.23449
F -0.07211 3.32345 4.40472
C 1.04980 2.63321 2.45316
O 1.02963 1.36606 2.83098
C 1.60119 3.03821 1.23697
F 2.11753 2.08193 0.42580
C 1.61219 4.34861 0.81269
F 2.14176 4.67039 -0.36914
O -4.11027 -0.82752 -7.83830
S -3.57161 -1.80786 -6.91967
O -4.22315 -1.86779 -5.62456
O -3.22950 -3.09748 -7.49603
C -1.91125 -1.16039 -6.52611
N -1.12075 -0.75963 -7.53723
C 0.08921 -0.34917 -7.20344
C 0.54229 -0.32233 -5.89059
C -0.34247 -0.74808 -4.92707
N -1.55626 -1.16898 -5.23981
C -0.05993 -0.78072 -3.47288
C 1.14418 -0.39755 -2.89837
C 1.28419 -0.42593 -1.52573
N 0.30138 -0.80249 -0.69548
C -0.85757 -1.18161 -1.25307
C -1.07112 -1.19894 -2.60910
H 0.72531 -0.02916 -8.02217
H 1.54391 0.01533 -5.65236
H 1.98198 -0.08832 -3.50854
H 2.21551 -0.12217 -1.06054
H -1.64678 -1.46025 -0.56163
H -2.01911 -1.51156 -3.03211
C -3.04337 3.19203 0.69226
C -3.02751 2.46085 1.87471
C -2.10299 1.44317 2.04412
C -1.16492 1.11679 1.04792
C -1.20226 1.88097 -0.13131
C -2.12856 2.89928 -0.31069
H -3.76541 3.98633 0.55283
H -3.72884 2.69204 2.66731
H -2.10962 0.90771 2.98847
H -0.49408 1.69705 -0.93497
H -2.13274 3.46220 -1.23618
*
```